(1)
Molecular formula: C25H37CuN7O2S2Si3
Method: DFT, ωB97M-V with the def2-TZVPD basis set

HOMO-LUMO gap (spin up / spin down) = 5.885 / 5.831 eV
E_HOMO (spin up / spin down) = -1.82 / -1.77 eV
energy relative to the best compared isomer or geometry (same formula, charge and spin) = 4.8 kcal/mol
max |F| = 1.07 eV/A

Geometry as ORCA input:
```
! RIJCOSX wB97M-V def2-TZVPD def2/J DEFGRID3
* xyz -2 2
Cu 0.42 -0.44 0.15
S -0.33 1.07 2.00
C -1.61 0.03 2.56
C -2.83 0.54 3.00
C -3.88 -0.27 3.42
C -5.09 0.33 3.91
N -6.05 0.82 4.32
C -3.72 -1.66 3.38
C -2.50 -2.19 2.96
C -1.42 -1.39 2.59
S 0.11 -2.10 2.17
C -4.79 -2.54 3.78
N -5.64 -3.25 4.10
H -2.96 1.62 3.02
H -2.38 -3.27 2.94
C 3.36 -1.04 -2.95
O 2.32 -0.47 -2.23
Si 1.36 0.83 -2.66
C 1.12 0.62 -4.52
C 2.48 2.34 -2.52
C -0.15 0.88 -1.65
Si -0.64 2.55 -1.11
C 0.67 3.42 -0.07
C -2.30 2.68 -0.23
C -0.96 3.70 -2.60
Si -1.44 -0.26 -2.19
C -2.20 0.02 -3.89
C -0.50 -1.97 -2.23
C -2.90 -0.51 -1.05
H 3.10 -1.21 -4.01
H 3.59 -2.01 -2.51
H 4.27 -0.42 -2.92
H 2.08 0.63 -5.03
H 0.51 1.44 -4.92
H 0.62 -0.32 -4.77
H 3.30 2.25 -3.25
H 2.90 2.43 -1.52
H 1.95 3.28 -2.73
H 1.42 2.70 0.28
H 0.21 3.86 0.82
H 1.18 4.21 -0.63
H -2.44 1.86 0.48
H -3.12 2.67 -0.95
H -2.34 3.62 0.33
H -0.10 3.79 -3.27
H -1.24 4.70 -2.27
H -1.79 3.30 -3.19
H -1.47 0.11 -4.69
H -2.78 0.95 -3.87
H -2.89 -0.80 -4.14
H 0.18 -1.88 -3.09
H -2.14 -3.21 -1.60
H -0.27 -2.69 -0.33
H -3.46 0.42 -0.91
H -2.59 -0.86 -0.06
H -3.59 -1.24 -1.49
N 2.44 0.18 0.77
C 2.79 -0.11 1.84
N 3.06 -0.53 3.05
C 3.44 -1.92 3.28
C 4.35 -1.95 4.49
O 3.74 -1.35 5.62
C 3.35 0.00 5.37
C 2.39 0.09 4.20
H 3.93 -2.31 2.39
H 2.54 -2.52 3.47
H 5.29 -1.42 4.25
H 4.59 -2.97 4.77
H 4.24 0.60 5.16
H 2.88 0.36 6.28
H 2.13 1.11 3.95
H 1.47 -0.46 4.42
N -0.70 -2.98 -5.72
C -1.24 -3.14 -4.71
N -1.94 -3.43 -3.61
C -1.55 -2.91 -2.47
N 0.17 -2.02 -0.94
*
```



(2)
Molecular formula: C25H37F5N6O2PPdSe
Method: DFT, ωB97M-V with the def2-TZVPD basis set

HOMO-LUMO gap = 6.817 eV
E_HOMO = -4.17 eV
energy relative to the best compared isomer or geometry (same formula, charge and spin) = 18.8 kcal/mol
max |F| = 0.65 eV/A

Geometry as ORCA input:
```
! RIJCOSX wB97M-V def2-TZVPD def2/J DEFGRID3
* xyz -1 1
Pd -0.18 0.79 0.98
C 2.53 -2.86 2.27
C 1.63 -1.71 1.89
N 1.58 -1.22 0.71
O 2.40 -1.90 -0.21
C 0.76 -1.17 2.93
C 0.88 -1.65 4.34
N -0.17 -0.29 2.63
O -0.96 0.17 3.51
H 3.09 -3.22 1.42
H 1.94 -3.68 2.68
H 3.22 -2.54 3.05
H 2.13 -1.49 -1.04
H 1.87 -1.45 4.76
H 0.70 -2.73 4.43
H 0.14 -1.13 4.95
F -7.41 0.80 0.63
C -6.12 0.45 0.49
C -5.77 -0.83 0.10
F -6.74 -1.73 -0.14
C -4.44 -1.17 -0.04
F -4.16 -2.42 -0.41
C -3.40 -0.27 0.20
Se -1.61 -0.87 -0.02
C -3.79 1.02 0.58
F -2.89 1.97 0.82
C -5.12 1.38 0.73
F -5.45 2.62 1.10
N 0.13 2.22 -0.45
P 1.19 3.21 0.04
N 1.64 4.35 -1.15
C 1.88 3.70 -2.45
C 2.72 4.61 -3.34
C 2.27 6.07 -3.21
C 0.83 6.11 -2.71
C 0.76 5.53 -1.30
N 0.78 4.24 1.33
C 1.46 5.44 1.78
C 0.45 6.59 1.98
C -0.94 6.02 2.28
C -0.81 4.78 3.14
C -0.10 3.67 2.35
N 2.61 2.43 0.60
C 3.25 1.42 -0.22
C 4.51 1.94 -0.92
C 5.48 2.53 0.10
C 4.77 3.58 0.96
C 3.53 2.95 1.59
H 0.92 3.44 -2.92
H 2.38 2.75 -2.29
H 2.62 4.27 -4.38
H 3.78 4.52 -3.07
H 2.37 6.60 -4.16
H 2.90 6.60 -2.49
H 0.19 5.55 -3.39
H 0.44 7.13 -2.68
H -0.28 5.28 -1.04
H 1.10 6.30 -0.61
H 2.24 5.71 1.07
H 1.96 5.25 2.75
H 0.41 7.24 1.11
H 0.78 7.21 2.82
H -1.44 5.76 1.35
H -1.57 6.78 2.77
H -1.78 4.41 3.47
H -0.25 5.02 4.05
H -0.85 3.06 1.83
H 0.45 3.01 3.04
H 2.51 1.04 -0.93
H 3.52 0.57 0.43
H 4.23 2.72 -1.63
H 4.98 1.13 -1.48
H 6.35 2.96 -0.40
H 5.85 1.73 0.75
H 4.46 4.42 0.34
H 5.44 3.96 1.74
H 3.02 3.64 2.26
H 3.85 2.10 2.22
*
```



(3)
Molecular formula: C25H37N11O5SSbSr
Method: DFT, ωB97M-V with the def2-TZVPD basis set

HOMO-LUMO gap = 6.979 eV
E_HOMO = -5.66 eV
energy relative to the best compared isomer or geometry (same formula, charge and spin) = 18.6 kcal/mol
max |F| = 1.80 eV/A

Geometry as ORCA input:
```
! RIJCOSX wB97M-V def2-TZVPD def2/J DEFGRID3
* xyz -1 1
Sr -0.85 0.45 -0.26
O -2.71 1.11 0.84
N -3.09 2.24 0.37
C -4.36 2.48 0.43
C -4.87 3.73 -0.10
N -5.30 4.71 -0.52
C -5.30 1.51 0.98
N -6.03 0.75 1.42
C -1.60 5.66 -0.84
C -0.36 5.03 -1.47
C -0.65 4.61 -2.92
Sb 0.31 3.30 -0.34
C 2.38 3.37 -0.92
C 2.96 4.77 -1.10
C 2.59 2.51 -2.18
C 0.42 4.33 1.54
C 1.70 4.03 2.31
C -0.82 4.02 2.38
H -1.96 6.52 -1.43
H -1.42 6.03 0.17
H -2.44 4.95 -0.79
H 0.45 5.76 -1.47
H -1.41 3.82 -2.95
H 0.24 4.22 -3.42
H -1.02 5.45 -3.52
H 2.88 2.88 -0.08
H 2.55 5.25 -1.99
H 4.05 4.72 -1.23
H 2.76 5.42 -0.25
H 2.13 2.98 -3.06
H 2.18 1.51 -2.07
H 3.66 2.40 -2.40
H 0.41 5.39 1.26
H 1.76 2.97 2.57
H 1.73 4.60 3.24
H 2.61 4.28 1.75
H -0.87 2.95 2.61
H -1.74 4.30 1.88
H -0.78 4.55 3.34
O 2.23 -9.57 2.74
S 0.92 -9.13 2.29
O 0.28 -8.16 3.15
O 0.06 -10.17 1.77
C 1.34 -8.17 0.80
N 2.04 -8.80 -0.15
C 2.38 -8.08 -1.21
C 2.01 -6.75 -1.36
C 1.25 -6.21 -0.35
N 0.92 -6.91 0.73
C 0.76 -4.80 -0.37
C 0.68 -4.07 -1.55
C 0.21 -2.77 -1.50
N -0.17 -2.17 -0.36
C -0.08 -2.88 0.77
C 0.37 -4.19 0.81
H 2.96 -8.58 -1.98
H 2.32 -6.18 -2.23
H 0.95 -4.50 -2.50
H 0.11 -2.19 -2.41
H -0.39 -2.39 1.68
H 0.41 -4.75 1.74
N -6.31 -1.59 -0.43
N -4.96 -1.85 -0.71
N -4.45 -3.05 -0.60
C -3.20 -2.82 -0.99
N -3.00 -1.53 -1.31
N -4.17 -0.93 -1.12
H -6.59 -2.34 0.19
H -6.32 -0.71 0.07
H -2.44 -3.58 -1.03
C 3.00 0.67 2.29
C 2.08 -0.05 1.31
C 2.90 -0.59 0.15
O 1.02 0.77 0.86
H 3.84 0.03 2.57
H 2.47 0.94 3.21
H 3.39 1.58 1.84
H 1.67 -0.92 1.86
H 3.41 0.23 -0.36
H 2.26 -1.09 -0.59
H 3.65 -1.31 0.49
*
```



(4)
Molecular formula: C25H37N4O2PPd
Method: DFT, ωB97M-V with the def2-TZVPD basis set

HOMO-LUMO gap (spin up / spin down) = 7.681 / 7.404 eV
E_HOMO (spin up / spin down) = -14.05 / -15.04 eV
max |F| = 2.48 eV/A

Geometry as ORCA input:
```
! RIJCOSX wB97M-V def2-TZVPD def2/J DEFGRID3
* xyz 2 5
Pd 0.26 1.46 -1.03
O 1.88 -1.96 -4.96
C 2.98 -1.96 -4.37
C 4.01 -2.91 -4.66
C 5.24 -2.85 -4.13
C 5.53 -1.95 -3.05
C 4.48 -1.01 -2.64
C 3.24 -0.96 -3.26
C 2.20 -0.05 -2.68
O 2.39 0.54 -1.61
N 1.06 0.02 -3.44
N 0.06 0.83 -2.96
C -1.00 1.02 -3.58
C -2.00 1.91 -2.98
C -3.16 2.21 -3.72
C -4.03 3.15 -3.14
C -3.72 3.72 -1.93
C -2.54 3.30 -1.29
N -1.69 2.43 -1.79
H 1.00 -0.68 -4.23
H 3.63 -3.64 -5.35
H 5.96 -3.61 -4.37
H 6.51 -1.96 -2.55
H 4.80 -0.30 -1.83
H -1.29 0.49 -4.48
H -3.32 1.84 -4.75
H -4.94 3.47 -3.71
H -4.38 4.45 -1.43
H -2.32 3.77 -0.33
C -2.12 -1.07 3.80
C -2.11 -1.03 2.24
C -2.15 -2.44 1.69
C -3.35 -0.44 1.72
P -0.60 -0.13 1.70
N -0.84 0.14 0.08
C 0.91 -1.24 1.76
C 2.26 -0.49 1.66
C 1.04 -2.12 2.97
C 0.79 -2.14 0.53
C -0.42 1.54 2.41
C -1.76 2.24 2.56
C 0.46 2.38 1.47
C 0.29 1.59 3.79
H -2.85 -1.73 4.24
H -2.50 -0.11 4.20
H -1.13 -1.19 4.21
H -3.09 -2.89 2.04
H -1.32 -3.08 2.03
H -2.11 -2.46 0.61
H -4.18 -1.07 1.96
H -3.35 -0.35 0.65
H -3.61 0.44 2.27
H 2.47 0.24 2.46
H 2.34 0.01 0.74
H 3.06 -1.28 1.66
H 1.54 -1.64 3.86
H 1.67 -3.03 2.78
H 0.10 -2.46 3.35
H 0.58 -1.62 -0.42
H 0.06 -2.85 0.77
H 1.78 -2.66 0.44
H -2.36 2.22 1.63
H -1.42 3.25 2.80
H -2.27 1.93 3.44
H -0.14 2.71 0.56
H 1.42 1.91 1.24
H 0.61 3.33 1.93
H 0.00 0.79 4.50
H 0.10 2.52 4.30
H 1.35 1.51 3.60
*
```



For reference, E by record: -130998.297, -131261.833, -71361.948, -49330.587 eV.